DFT (ωB97M-V with the def2-TZVPD basis set) results for 3 unconnected molecules or ions with the total composition C3H12N2O2 in a non-equilibrium geometry.

```
19
Properties=species:S:1:pos:R:3:forces:R:3:nbo_charge:R:1
H 0.81061 -0.07114 3.21732 0.3 0.3 -0.1 0.354
N 0.36612 0.11405 2.32498 -0.7 -0.3 -0.3 -0.765
C 0.69773 -0.75432 1.44967 0.3 -0.1 0.5 0.304
N 0.03968 -0.97191 0.28551 0.0 -0.1 -0.2 -0.625
C 0.76684 -1.28873 -0.90945 0.1 0.1 -1.9 -0.223
C 1.42705 -0.09017 -1.61237 0.2 0.1 0.1 -0.616
H 1.55073 -1.42505 1.60175 0.0 -0.1 -0.2 0.142
H -0.86213 -0.53586 0.10537 0.3 0.1 0.2 0.418
H 0.08087 -1.65471 -1.68321 -0.3 -0.1 0.5 0.209
H 1.48552 -2.10757 -0.83696 0.1 0.1 0.8 0.198
H 0.68017 0.64172 -1.92261 -0.1 0.0 0.1 0.195
H 1.90527 -0.43099 -2.53360 0.1 0.0 0.1 0.214
H 2.16811 0.44031 -1.00964 0.0 -0.2 0.1 0.204
O -2.04651 1.59099 1.59273 0.1 -0.1 -0.6 -0.963
H -1.15563 1.21848 1.51078 0.2 -0.8 0.8 0.488
H -1.80612 2.50294 1.47597 -0.4 1.0 0.1 0.458
O -2.08418 0.64796 -1.29254 -0.5 -0.5 0.0 -0.947
H -1.36933 1.26412 -1.20334 0.7 0.6 -0.1 0.462
H -2.65481 0.90986 -0.56035 -0.2 -0.1 0.2 0.494
```
Positions in Å, forces in eV/Å.

Calculated values
Maximum force (eV/A): 1.93
Energy above the lowest of the compared OMol25 structures with the same formula, charge and spin (kJ/mol): 81.70
SMILES: [H]/N=C/NCC.O.O
LUMO energy (Ha): 0.0315
HOMO-LUMO gap (eV): 10.03
Energy (Ha): -381.48380



DFT (ωB97M-V with the def2-TZVPD basis set) results for 3 unconnected molecules or ions with the total composition C3H12N2O2 in a non-equilibrium geometry.

```
19
Properties=species:S:1:pos:R:3:forces:R:3:nbo_charge:R:1
C 0.10540 1.69336 0.59445 0.0 2.5 1.5 -0.658
C -0.35211 0.33398 1.05247 0.5 -1.7 0.0 -0.284
N -1.35084 -0.44841 0.24513 -0.1 0.2 1.8 -0.514
C -0.90441 -0.97115 -0.80273 -0.1 0.6 -2.6 0.304
N 0.17530 -0.61076 -1.64357 0.0 1.4 1.3 -0.840
H 0.76958 1.84055 -0.23762 0.4 -0.7 -0.5 0.204
H -0.64839 2.50093 0.44173 -0.4 -1.2 -0.1 0.224
H 0.60917 2.21574 1.45012 0.1 -0.8 -0.5 0.228
H 0.35314 -0.49659 1.01862 1.7 0.9 -0.1 0.207
H -0.42855 0.29775 2.17080 -1.6 0.4 -1.0 0.226
H -1.42342 -1.73953 -1.35544 -0.9 -0.5 0.5 0.153
H 0.40352 0.40048 -1.57618 0.1 -1.2 0.0 0.388
H -0.03947 -0.85564 -2.59452 0.1 -0.1 -0.1 0.379
O 3.81808 -0.10265 -1.58213 -0.2 0.3 0.2 -0.952
H 4.72246 0.14261 -1.81292 -0.3 -0.5 -0.2 0.475
H 3.56248 -0.92845 -2.01025 0.4 0.2 0.0 0.477
O -3.35331 -0.80216 2.38762 0.4 -0.8 -0.1 -0.971
H -2.82450 -0.75261 1.56140 -0.1 0.1 0.3 0.496
H -3.19413 -1.71745 2.69299 -0.2 0.8 -0.2 0.457
```
Positions in Å, forces in eV/Å.

Calculated values
Maximum force (eV/A): 2.88
Energy above the lowest of the compared OMol25 structures with the same formula, charge and spin (kJ/mol): 208.65
SMILES: CC/N=C\N.O.O
LUMO energy (Ha): 0.0232
HOMO-LUMO gap (eV): 10.05
Energy (Ha): -381.43545



DFT (ωB97M-V with the def2-TZVPD basis set) results for 2 unconnected molecules or ions with the total composition C3H12N2O2P in a non-equilibrium geometry.

```
20
Properties=species:S:1:pos:R:3:forces:R:3:nbo_charge:R:1
C -1.20947 1.55062 -2.11773 -2.1 -1.4 -0.5 -0.644
C -0.03288 -2.44914 2.53360 0.7 1.2 -0.1 -0.244
C -0.70240 1.77258 -0.71292 0.2 -0.9 -1.0 -0.239
N 1.92856 -0.43900 -1.55346 -1.0 -3.3 0.2 -0.695
N -0.84881 0.63875 0.20180 1.0 -2.3 0.3 -0.892
O 1.41766 0.29542 1.74377 -1.1 -0.5 -0.8 -0.958
O -0.38189 -1.57115 1.39316 0.4 0.1 -1.0 -0.816
P 0.40996 -0.42614 0.70262 -0.4 1.7 -0.9 2.041
H -1.03183 0.61285 -2.65923 0.6 -0.2 0.8 0.229
H -2.32203 1.60950 -2.14846 0.6 0.2 0.1 0.218
H -0.82965 2.25994 -2.79845 0.4 1.3 -0.5 0.244
H -0.48654 -1.80616 3.31989 0.5 -1.5 0.2 0.228
H 1.10209 -2.47042 2.59816 -1.6 -0.3 0.2 0.213
H -0.51432 -3.42289 2.29565 0.5 0.8 0.6 0.239
H 0.33744 2.01826 -0.83651 0.4 0.6 0.7 0.215
H -1.36896 2.48752 -0.28352 0.4 1.2 0.4 0.230
H 1.80286 -1.54058 -1.72605 -0.1 2.8 0.3 0.335
H 2.94956 -0.46655 -1.47562 0.3 0.5 0.5 0.332
H -1.66600 0.08753 -0.10149 0.4 0.0 0.6 0.427
H 1.44666 1.25908 1.62478 0.1 0.0 0.2 0.537
```
Positions in Å, forces in eV/Å.

Calculated values
Maximum force (eV/A): 3.42
Energy above the lowest of the compared OMol25 structures with the same formula, charge and spin (kJ/mol): 355.24
LUMO energy (alpha / beta) (Ha): -0.2215 / -0.1803
HOMO-LUMO gap (alpha / beta) (eV): 8.48 / 8.66
Charge: +1
Energy (Ha): -722.50742



DFT (ωB97M-V with the def2-TZVPD basis set) results for 3 unconnected molecules or ions with the total composition C3H12N2O3 in a non-equilibrium geometry.

```
20
Properties=species:S:1:pos:R:3:forces:R:3:nbo_charge:R:1
N -2.06772 -0.97436 0.14180 0.3 -0.9 0.3 -0.886
C -1.01009 -1.64711 -0.60880 0.3 1.8 -0.1 -0.034
N 0.26952 -1.01482 -0.31571 0.0 -1.5 -0.3 -0.652
C 0.89128 -1.43609 0.92862 0.0 -0.2 -0.5 -0.333
C 1.10202 -0.30053 1.88225 0.1 0.7 0.2 0.428
O 1.19145 0.83915 1.49640 -0.1 -0.1 -0.1 -0.528
H -2.99332 -1.22335 -0.17076 -0.1 0.3 0.0 0.362
H -1.89381 0.01414 0.22302 -0.3 0.3 -0.3 0.390
H -1.12622 -1.57335 -1.69700 -0.2 -0.2 0.0 0.155
H -0.95873 -2.67680 -0.32103 0.0 -0.7 0.0 0.172
H 0.23542 -0.02625 -0.44532 -0.2 0.6 0.7 0.370
H 0.31980 -2.24181 1.39151 -0.2 0.2 0.1 0.214
H 1.85461 -1.90639 0.68603 0.2 0.2 0.4 0.215
H 1.17229 -0.47298 2.97106 0.1 -0.5 -0.1 0.120
O 1.22402 1.62295 -2.00017 0.2 1.2 -0.4 -0.945
H 2.01094 1.47100 -2.52500 0.2 0.2 -0.2 0.475
H 0.95078 0.75316 -1.77584 -0.3 -1.3 0.3 0.467
O -1.25047 2.14747 -0.56255 0.2 0.0 -0.3 -0.953
H -1.08811 1.95755 -1.49705 -0.2 0.0 0.1 0.474
H -0.50311 2.72905 -0.36564 -0.1 -0.2 0.2 0.486
```
Positions in Å, forces in eV/Å.

Calculated values
Maximum force (eV/A): 1.81
Energy above the lowest of the compared OMol25 structures with the same formula, charge and spin (kJ/mol): 182.18
SMILES: NCNCC=O.O.O
LUMO energy (Ha): 0.0273
HOMO-LUMO gap (eV): 9.65
Energy (Ha): -456.70078



DFT (ωB97M-V with the def2-TZVPD basis set) results for 3 unconnected molecules or ions with the total composition C3H12N2O3 in a non-equilibrium geometry.

```
20
Properties=species:S:1:pos:R:3:forces:R:3:nbo_charge:R:1
N -2.00077 -0.17012 0.10695 0.3 -0.5 -0.3 -0.857
C -1.72233 -1.34932 -0.31069 -2.1 0.1 1.4 0.873
O -2.23654 -1.89094 -1.42634 0.8 0.2 0.1 -0.677
O -1.26123 -2.26249 0.57593 0.3 0.0 -0.6 -0.688
H -2.54144 0.35799 -0.56767 0.1 -0.1 -0.2 0.368
H -1.64974 -2.60710 -1.70743 0.0 0.0 0.0 0.507
H -1.21474 -1.83613 1.44098 0.0 0.1 -0.2 0.498
C 0.91630 2.06000 -0.47582 0.0 -0.1 0.1 -0.410
N 0.67331 0.79391 0.20523 -1.1 0.1 0.2 -0.669
C 1.34256 0.70406 1.49722 -0.1 0.0 -0.1 -0.408
H 0.36630 2.06178 -1.41522 0.0 0.1 0.0 0.211
H 1.98185 2.15817 -0.69145 0.0 0.0 0.0 0.194
H 0.59953 2.92077 0.12444 0.0 0.0 0.0 0.176
H -0.37186 0.65102 0.32840 1.3 0.3 0.0 0.429
H 1.02326 1.49360 2.18683 0.0 0.0 0.0 0.180
H 1.11345 -0.25986 1.94891 0.1 0.0 0.0 0.200
H 2.42155 0.78274 1.35526 0.0 0.0 0.1 0.195
O 0.53265 -1.32162 -1.30708 0.6 1.7 0.7 -1.065
H 1.29377 -1.89513 -1.17778 0.0 0.0 0.0 0.460
H 0.73412 -0.39133 -0.69065 -0.2 -1.8 -1.1 0.483
```
Positions in Å, forces in eV/Å.

Calculated values
Maximum force (eV/A): 2.53
Energy above the lowest of the compared OMol25 structures with the same formula, charge and spin (kJ/mol): 145.94
SMILES: N=C(O)O.CNC.O
LUMO energy (Ha): 0.0254
HOMO-LUMO gap (eV): 9.97
Energy (Ha): -456.71458



DFT (ωB97M-V with the def2-TZVPD basis set) results for 2 unconnected molecules or ions with the total composition C3H12N2OS in a non-equilibrium geometry.

```
19
Properties=species:S:1:pos:R:3:forces:R:3:nbo_charge:R:1
N 0.42200 0.87347 2.56668 1.3 -2.2 -0.7 -0.874
C 0.28526 -0.55213 2.20349 -2.2 0.9 0.5 -0.222
C -0.43764 -0.57131 0.84197 1.3 -1.5 -2.0 -0.060
N 0.49142 0.06636 -0.05426 0.1 0.9 0.6 -0.882
C -0.80980 -2.06648 0.42885 -1.1 1.4 0.2 -0.539
S -0.16193 -2.66398 -1.22619 -0.3 -0.1 1.3 -0.046
H -0.30663 1.40282 2.13334 -0.1 0.6 0.8 0.385
H 0.78664 0.98022 3.49251 -0.6 0.8 0.2 0.377
H 1.22385 -1.12105 2.23480 0.0 0.4 -0.6 0.194
H -0.36283 -1.09668 2.91363 0.0 0.1 0.0 0.162
H -1.42392 -0.09228 0.73813 0.3 0.5 1.0 0.174
H 0.49735 0.00218 -1.05394 -0.2 -0.4 0.1 0.388
H 1.36867 0.22094 0.40371 0.3 0.2 -0.5 0.379
H -0.73896 -2.57776 1.40684 0.7 -1.1 -1.2 0.228
H -1.89574 -1.99376 0.29307 0.2 -0.5 -0.2 0.212
H -1.20490 -2.20955 -1.95775 0.2 -0.1 0.4 0.125
O 1.05791 3.70610 -5.34764 0.0 0.0 0.0 -0.936
H 0.22874 3.22781 -5.25532 0.0 0.0 0.0 0.468
H 0.98053 4.46509 -4.76189 0.0 0.0 0.0 0.469
```
Positions in Å, forces in eV/Å.

Calculated values
Maximum force (eV/A): 2.81
Energy above the lowest of the compared OMol25 structures with the same formula, charge and spin (kJ/mol): 163.95
SMILES: NC[C@@H](N)CS.O
LUMO energy (Ha): 0.0255
HOMO-LUMO gap (eV): 9.08
Energy (Ha): -704.37579



DFT (ωB97M-V with the def2-TZVPD basis set) results for 2 unconnected molecules or ions with the total composition C3H12N2OS in a non-equilibrium geometry.

```
19
Properties=species:S:1:pos:R:3:forces:R:3:lowdin_spin:R:1
C 0.24055 -2.51096 0.36332 0.4 -0.8 1.1 0.002
C -0.09979 -1.11866 0.86954 -0.4 0.2 0.3 0.078
S 1.28698 0.05554 0.67413 -0.5 -1.0 -0.4 0.694
N -0.87651 -3.42660 0.65886 -0.2 1.0 -0.9 0.012
H 0.50106 -2.44557 -0.67458 0.3 -0.1 -0.8 0.000
H 1.12216 -2.88057 0.93118 -0.4 0.2 -0.4 0.000
H -0.99738 -0.72418 0.34546 0.5 0.1 0.1 0.025
H -0.36661 -1.15163 1.93750 0.1 0.2 -0.1 0.017
H 0.76584 1.02200 1.40709 -0.3 0.7 0.4 0.017
H -1.67071 -3.16713 0.03990 0.6 -0.5 0.6 0.001
H -0.59485 -4.37610 0.41376 -0.2 0.2 0.1 0.000
N -0.19288 1.63843 -2.08340 0.2 0.6 0.9 0.095
C -1.06642 2.15545 -1.06147 0.0 0.0 -0.1 0.004
O -0.34562 2.92481 -0.06242 0.5 -1.3 -0.8 0.044
H 0.37592 2.38997 -2.46568 -0.3 0.1 -0.2 0.001
H 0.48784 1.00308 -1.68583 0.0 -0.6 0.0 0.005
H -1.78889 2.81731 -1.53762 -0.1 0.0 -0.1 0.006
H -1.62558 1.32265 -0.59215 0.3 0.3 -0.1 0.000
H -0.99575 3.26524 0.53755 -0.6 0.6 0.6 0.000
```
Positions in Å, forces in eV/Å.

Calculated values
Maximum force (eV/A): 1.61
Energy above the lowest of the compared OMol25 structures with the same formula, charge and spin (kJ/mol): 55.30
Spin multiplicity: 2
LUMO energy (alpha / beta) (Ha): -0.1328 / -0.3289
HOMO-LUMO gap (alpha / beta) (eV): 10.14 / 4.73
Charge: +1
Energy (Ha): -704.08464